[1]
The following is a DFT calculation (the ωB97M-V functional and the def2-TZVPD basis) of a cluster of 9 separate species, C29H48B2N5O29 in total.

Values from the calculation:
- Charge: -1
- Highest occupied orbital energy: -4.58 eV
- Maximum force: 3.8 eV Å⁻¹
- Gap between HOMO and LUMO: 0.231 hartree

Last column: Mulliken charge in e.
CARTESIAN COORDINATES (ANGSTROEM)
O 1.92 -0.24 4.58  -0.5734
O -4.44 4.62 5.80  -0.3537
O 5.19 4.97 -0.48  -0.3316
O -4.36 0.06 6.31  -0.6670
O 9.11 -0.51 1.42  -0.5723
O -1.07 3.51 -0.78  -0.5208
O -2.53 5.61 5.04  -0.5853
O -3.14 -2.01 1.08  -0.1317
O -2.54 3.42 5.69  -0.3007
O 8.79 1.59 0.59  -0.3517
O 3.77 -1.52 4.14  -0.3440
O -3.52 -4.08 1.43  -0.3967
O 7.01 0.32 1.10  -0.2980
O 1.39 -6.19 -7.73  -0.3153
O -3.53 1.87 -1.34  -0.4951
O -4.74 3.40 -2.53  -0.3252
O -3.39 1.97 -3.62  -0.2100
O -2.99 3.62 0.45  -0.3267
O 3.17 -7.32 -6.92  -0.3329
O -2.69 -2.24 -2.48  -0.7092
O 3.05 4.28 -0.69  -0.1354
O -4.67 -1.76 4.96  -0.3266
O -1.22 2.50 1.26  -0.1824
O 2.14 -1.37 2.60  -0.0844
O -2.60 -1.24 5.67  -0.3143
O 3.32 -6.30 -8.96  -0.5663
O 4.74 2.96 -1.48  -0.5617
O -0.63 -2.49 -1.49  -0.6075
O -0.69 -4.86 -4.35  -0.5008
N -2.69 -3.31 0.98  0.1814
N 1.93 -0.79 -1.48  -0.5714
N 1.64 1.58 -0.99  -0.1251
N 1.36 0.73 -3.30  -0.8951
N -1.15 -5.40 -1.87  -0.8384
C 8.37 0.39 1.07  0.5776
C -4.68 3.84 -3.88  -0.4092
C -1.71 3.24 0.22  0.4511
C 2.68 -6.58 -7.96  0.6762
C -3.70 -1.74 -0.25  -1.0059
C 0.95 -6.89 -6.58  0.0530
C 2.22 -7.23 -5.87  -0.2687
C -3.12 4.64 5.47  0.7064
C -3.48 2.64 6.41  0.2931
C -3.44 2.92 1.60  -0.2751
C 3.04 5.42 0.15  -0.3880
C 4.36 3.98 -0.93  0.5882
C 4.37 6.06 -0.12  -0.3684
C -4.79 3.27 6.05  -0.2902
C 6.52 1.62 0.84  0.1324
C 1.09 0.42 -1.82  0.1680
C 3.23 -2.02 1.98  -0.2582
C -1.00 -1.17 -0.94  0.1222
C -2.17 2.59 2.31  -0.1411
C 2.56 -0.98 3.84  0.5504
C -2.52 -2.51 5.05  -0.2520
C -0.53 0.21 -1.69  1.1141
C -3.92 -0.90 5.70  0.5983
C 7.65 2.26 0.09  -0.2414
C -3.77 -2.58 4.24  0.3011
C 4.06 -2.47 3.14  -0.4676
C -3.86 2.37 -2.41  0.4677
C -2.62 -1.23 -1.37  2.2422
C -4.17 2.64 -4.60  -0.3753
B -1.07 -4.35 -3.00  -0.0232
B -1.34 -2.74 -2.79  1.3026
H 1.85 1.16 -0.04  0.1827
H -3.56 2.90 -5.47  0.2947
H 5.60 1.58 0.25  -0.0232
H 7.58 2.09 -0.99  0.2683
H 0.89 1.67 -3.47  0.3171
H -2.23 1.65 2.86  0.2366
H 2.53 -6.43 -5.18  0.2595
H -2.49 -3.28 5.83  0.2834
H 7.71 3.34 0.28  0.2734
H 0.41 -7.79 -6.91  0.2043
H 3.76 -1.29 1.35  0.2460
H -3.26 2.71 7.48  0.2655
H 2.61 1.73 -1.39  0.1925
H -1.12 0.26 -2.72  0.1258
H -4.59 -0.94 -0.23  0.1701
H 5.13 -2.49 2.90  0.3152
H -4.00 4.69 -3.94  0.2657
H -0.94 1.10 -1.02  -1.1105
H 0.28 -6.27 -5.98  0.0427
H -2.99 -0.14 -1.60  -1.4065
H 2.89 -2.85 1.36  0.3640
H 4.33 6.76 -0.96  0.2782
H 2.95 5.09 1.19  0.2725
H 3.76 -3.46 3.50  0.2671
H 1.69 -1.51 -2.22  0.2833
H -4.21 -2.72 -0.70  0.3422
H -4.11 3.55 2.20  0.3769
H -4.97 1.97 -4.93  0.2929
H 1.77 -1.15 -0.51  0.1195
H 6.31 2.12 1.79  0.2275
H -3.98 2.03 1.27  0.1570
H -5.67 4.14 -4.23  0.2929
H 0.77 0.06 -3.89  0.3572
H -1.60 -4.98 -1.02  0.2621
H 2.21 6.08 -0.09  0.2901
H -3.63 -2.16 3.23  -0.0654
H 2.16 -8.17 -5.32  0.2879
H -5.22 2.85 5.14  0.2460
H 4.77 6.57 0.76  0.3069
H -1.86 3.38 3.00  0.1343
H -0.18 -5.72 -1.60  0.2244
H -4.15 -3.60 4.15  0.3206
H -3.43 1.60 6.10  -0.1828
H -0.32 -4.04 -4.81  0.2390
H -5.52 3.20 6.86  0.3089
H -0.67 -2.08 -3.53  -0.5873
H -0.83 -1.14 0.24  0.0301
H -1.61 -2.59 4.44  0.2398

***

[2]
The following is a DFT calculation (the ωB97M-V functional and the def2-TZVPD basis) of a structure of composition C29H48BrNOP2Ti.

Values from the calculation:
- Charge: +4
- Highest occupied orbital energy (spin up / spin down): -18.70 / -18.70 eV
- Maximum force: 5.7 eV Å⁻¹
- Gap between HOMO and LUMO (spin up / spin down): 0.122 / 0.125 hartree

Last column: Mulliken charge in e.
CARTESIAN COORDINATES (ANGSTROEM)
Br 1.97 2.27 -4.76  0.1121
Ti 1.62 1.12 -0.54  -0.8263
P 0.13 -0.33 1.36  1.5054
P -0.63 2.49 -0.72  1.2578
O 2.93 -0.19 0.28  0.5528
N -3.92 -5.66 0.68  -0.4548
C -0.41 -2.21 -1.69  -0.4841
C 1.93 0.57 -3.85  -0.2947
C -0.24 4.97 -2.08  -1.5125
C -1.72 2.20 -2.20  -0.7871
C 4.21 0.23 2.45  -1.4014
C 2.01 0.67 -2.45  -0.2299
C 0.42 -1.32 -2.41  0.5138
C -1.79 2.84 0.65  -0.5969
C -4.40 -4.62 -0.01  -0.4114
C -1.72 -0.58 1.29  0.1138
C -2.26 4.27 0.83  -1.4155
C 0.75 -2.01 1.80  0.1276
C -2.44 -1.66 2.11  -1.6505
C 3.64 0.77 1.13  -0.4045
C -0.48 0.58 4.03  -1.3549
C 1.36 -0.52 -4.48  -0.6096
C -2.63 -5.98 0.53  -0.4099
C 0.36 3.99 -1.08  -0.6642
C 3.68 -1.38 -0.24  -0.5985
C 0.48 0.71 2.86  -0.7543
C 0.68 -1.50 -3.74  -0.5615
C -2.17 -3.97 -0.73  0.1918
C -3.57 -3.75 -0.74  -0.2705
C -1.73 -5.19 -0.18  -0.3644
C 4.63 -0.99 -1.32  -1.2834
C -2.98 3.02 -2.43  -1.4497
C 0.59 -2.47 3.25  -1.5134
C -1.21 -2.95 -1.18  0.2111
C 0.79 0.01 -1.86  1.2123
H -3.51 -1.64 1.84  0.4458
H 3.49 -0.31 3.07  0.2722
H 4.13 -0.60 -2.22  0.2296
H -2.01 1.15 -2.12  0.5748
H -5.47 -4.42 0.11  0.4037
H 1.37 3.70 -1.44  0.4924
H -2.90 4.31 1.72  0.4365
H 1.82 -2.02 1.55  -0.0432
H -0.43 -0.40 4.52  0.3250
H -1.52 0.78 3.73  0.2951
H 4.17 -1.87 0.62  0.6727
H 2.88 1.54 1.40  0.3749
H -2.40 -1.49 3.19  0.3145
H 0.52 4.50 -0.12  0.5127
H 5.18 -1.88 -1.64  0.5074
H -1.90 -0.80 0.23  0.2658
H 4.52 1.12 3.04  0.4819
H -0.38 4.54 -3.07  0.3559
H 5.09 -0.39 2.27  0.3959
H -3.74 2.89 -1.65  0.3648
H 4.45 1.23 0.54  0.4986
H -2.30 -6.87 1.08  0.3999
H -1.08 2.29 -3.09  0.3867
H 0.47 1.75 2.50  0.4890
H 0.28 -2.72 1.10  0.1285
H 2.69 1.45 -2.00  0.5681
H 1.06 -3.45 3.38  0.4944
H 0.34 -2.42 -4.20  0.7084
H -0.69 -5.52 -0.28  0.5030
H -2.85 4.61 -0.01  0.3175
H -0.08 0.65 -2.11  -0.1719
H 1.09 -1.78 3.94  0.3233
H -2.78 4.08 -2.56  0.3408
H 1.42 -0.68 -5.54  0.5749
H -4.04 -2.94 -1.32  0.4625
H 1.52 0.53 3.16  0.1958
H 5.36 -0.25 -0.98  0.3624
H -1.29 2.47 1.56  0.2766
H -1.44 4.97 1.00  0.3449
H -2.20 0.40 1.48  0.4133
H -2.07 -2.66 1.87  0.3461
H -0.20 1.33 4.79  0.4506
H -3.43 2.66 -3.37  0.4222
H -2.65 2.18 0.49  0.6179
H 0.44 5.82 -2.20  0.4767
H -1.20 5.38 -1.73  0.2959
H -0.46 -2.56 3.55  0.2689
H 2.92 -2.08 -0.63  0.3324

***

[3]
The following is a DFT calculation (the ωB97M-V functional and the def2-TZVPD basis) of a structure of composition C29H48BrNOP2V.

Values from the calculation:
- Charge: +2
- Highest occupied orbital energy (spin up / spin down): -13.97 / -14.04 eV
- <S²>: 3.78
- Multiplicity: 4
- Energy above the lowest of the compared OMol25 structures with the same formula, charge and spin: 35.2 kcal per mole
- Maximum force: 5.2 eV Å⁻¹
- Gap between HOMO and LUMO (spin up / spin down): 0.260 / 0.250 hartree

Last column: Löwdin spin population.
CARTESIAN COORDINATES (ANGSTROEM)
Br 0.90 3.17 -3.32  0.0474
V 0.05 0.87 -1.10  2.6458
P 2.52 0.70 -1.68  -0.0025
P -0.56 -1.65 -0.94  0.0114
O 0.53 0.73 1.75  0.0169
N -5.43 -1.79 4.14  0.0059
C -2.59 -2.38 0.96  -0.0002
C 0.63 -0.40 2.63  0.0013
C -5.54 -0.33 2.25  0.0058
C -4.48 0.45 2.78  0.0009
C 0.94 0.07 4.05  0.0005
C -1.40 -1.81 -3.67  0.0025
C 1.71 -3.29 -0.26  0.0005
C -1.44 2.26 0.17  0.0092
C -0.55 2.91 -0.71  0.0650
C -4.05 0.16 4.10  0.0056
C 0.78 1.94 2.51  0.0013
C 5.10 -0.23 -0.88  -0.0022
C -5.94 -1.47 2.95  -0.0011
C 4.16 3.07 -1.65  0.0020
C 4.17 0.80 -4.03  -0.0003
C 0.26 -2.96 0.06  0.0037
C -2.56 1.54 -0.29  0.0170
C -2.44 1.05 -1.62  -0.0001
C 2.78 0.49 -3.49  0.0011
C -3.76 1.38 1.93  0.0211
C -4.51 -1.01 4.71  -0.0013
C -0.58 2.54 -2.08  0.0470
C 1.26 1.57 3.91  0.0004
C 3.61 -0.53 -0.86  -0.0041
C 3.08 2.29 -0.93  0.0110
C -3.73 1.25 0.56  -0.0065
C -0.40 -2.35 -2.65  0.0112
C -1.45 1.51 -2.51  0.0646
C -2.33 -1.97 -0.48  -0.0039
H -1.44 -2.49 -4.52  0.0000
H 4.87 -0.02 -3.87  0.0001
H 4.45 3.93 -1.03  0.0002
H 3.40 -1.50 -1.34  0.0000
H 4.10 0.97 -5.11  -0.0001
H -2.87 -1.03 -0.66  -0.0003
H 2.19 2.92 -0.80  0.0039
H -0.32 -0.96 2.58  0.0000
H -2.27 -1.60 1.66  0.0000
H -1.11 -0.82 -4.05  0.0016
H 5.08 2.49 -1.83  0.0001
H 2.34 1.74 3.99  0.0000
H 0.75 2.17 4.67  0.0001
H -1.44 1.19 -3.55  0.0084
H -2.42 -1.73 -3.26  0.0000
H 1.76 -0.50 4.48  0.0001
H 3.42 2.02 0.08  0.0002
H -6.02 -0.07 1.32  0.0002
H 1.51 2.55 1.95  0.0002
H 3.81 3.49 -2.61  0.0002
H 5.63 -1.09 -0.45  -0.0004
H -4.61 0.88 0.04  -0.0003
H 3.24 -0.59 0.18  -0.0003
H -3.67 -2.52 1.11  -0.0001
H 1.91 -3.35 -1.33  0.0000
H 4.60 1.71 -3.59  0.0000
H 1.97 -4.26 0.17  0.0000
H 0.15 3.66 -0.34  0.0069
H -4.12 -1.32 5.69  -0.0002
H -2.10 -3.32 1.22  0.0000
H 0.17 -2.66 1.11  -0.0001
H 5.49 -0.08 -1.89  0.0000
H -0.35 -3.87 -0.07  -0.0001
H -1.45 2.57 1.21  0.0001
H -3.12 2.10 2.43  0.0009
H 5.35 0.65 -0.28  0.0000
H 0.05 -0.07 4.67  0.0000
H 2.50 -0.55 -3.74  0.0001
H 2.04 1.15 -3.97  0.0007
H 2.39 -2.55 0.18  0.0001
H -0.15 2.52 2.58  0.0000
H -0.50 -3.44 -2.55  0.0010
H 1.43 -1.06 2.23  0.0001
H 0.63 -2.14 -2.97  0.0011
H -2.74 -2.70 -1.19  -0.0007
H -3.33 0.79 4.62  0.0002
H -6.70 -2.14 2.53  -0.0001
H -3.20 0.37 -2.00  -0.0005

***

[4]
The following is a DFT calculation (the ωB97M-V functional and the def2-TZVPD basis) of a structure of composition C29H48Cl2N3SbSi3V.

Values from the calculation:
- Highest occupied orbital energy (spin up / spin down): -6.93 / -7.07 eV
- <S²>: 3.82
- Multiplicity: 4
- Maximum force: 1.3 eV Å⁻¹
- Gap between HOMO and LUMO (spin up / spin down): 0.249 / 0.254 hartree

Last column: Löwdin spin population.
CARTESIAN COORDINATES (ANGSTROEM)
Sb -0.76 0.55 -1.06  -0.0901
V 0.05 -0.71 1.14  2.0040
Cl -4.07 -2.44 2.19  0.1925
Cl -1.35 -2.45 0.38  0.0287
Si 2.22 2.46 -1.06  0.0001
Si -0.61 3.83 -1.12  -0.0047
Si -1.17 -4.01 -2.26  0.0006
N -1.13 -0.77 2.69  -0.0001
N 1.37 -1.94 0.39  -0.0011
N 1.00 1.05 1.51  0.0026
C -0.98 3.60 -2.94  -0.0053
C 0.89 1.86 3.76  0.0039
C 3.12 3.62 0.11  0.0004
C 0.22 -2.57 3.84  0.0026
C -0.28 -3.09 -0.91  0.0059
C -2.29 3.95 -0.30  -0.0011
C -2.10 0.16 3.03  0.0049
C -0.74 -1.41 3.85  0.0089
C -2.80 -3.15 -2.51  0.0013
C 2.45 3.10 -2.80  0.0001
C 0.42 2.39 -0.47  -0.0053
C 0.31 -0.14 -2.80  -0.0085
C -1.43 -0.88 4.91  0.0074
C -2.81 1.00 2.02  0.0021
C -1.49 -5.76 -1.74  0.0011
C 0.22 3.26 1.93  0.0017
C 2.11 -3.26 -1.51  0.0009
C -2.30 0.12 4.39  0.0113
C -0.23 -4.02 -3.87  0.0000
C 0.35 3.05 3.29  0.0061
C 0.22 5.51 -0.95  -0.0008
C 1.24 0.92 2.83  0.0147
C 3.15 0.86 -0.94  0.0001
C 1.03 -2.77 -0.69  0.0059
C 2.68 -1.88 0.78  0.0058
C 3.39 -3.10 -1.13  0.0011
C -4.30 -4.01 1.60  0.7136
C 3.70 -2.44 0.11  0.0015
C 0.52 2.24 1.01  0.0073
H 0.04 3.82 3.98  0.0003
H -3.40 -3.18 -1.59  0.0018
H -0.91 -4.34 -4.66  0.0000
H -0.55 -6.26 -1.45  0.0000
H -0.14 4.21 1.56  -0.0001
H 4.21 1.06 -1.09  0.0000
H -1.96 -6.34 -2.54  0.0001
H -3.38 -3.62 -3.31  0.0000
H -5.04 -4.16 0.83  0.0384
H -3.00 0.73 4.93  0.0007
H 1.17 -2.34 3.34  0.0013
H 1.85 -3.78 -2.43  0.0001
H -2.16 -5.79 -0.87  0.0011
H 0.16 -3.04 -4.14  0.0000
H -1.56 2.68 -3.11  -0.0042
H -2.83 4.79 -0.76  0.0000
H -3.64 1.52 2.50  0.0003
H 1.23 5.51 -1.38  0.0000
H -0.38 6.24 -1.51  -0.0002
H 4.72 -2.35 0.47  0.0001
H -0.37 -0.82 -3.31  -0.0003
H -3.90 -4.82 2.19  0.0383
H 0.45 -2.87 4.86  0.0002
H -2.25 4.13 0.78  0.0000
H 0.30 5.86 0.08  0.0000
H -2.17 1.77 1.58  0.0007
H -2.87 3.04 -0.47  -0.0012
H 2.85 0.13 -1.70  0.0000
H -0.08 3.54 -3.56  0.0000
H 2.59 4.57 0.27  0.0000
H -2.66 -2.09 -2.77  -0.0001
H -1.35 -1.19 5.95  0.0003
H 2.88 -1.33 1.69  0.0015
H 1.23 -0.67 -2.57  -0.0016
H 3.25 3.15 1.10  0.0000
H 4.20 -3.48 -1.75  0.0000
H 3.03 0.40 0.04  0.0001
H 0.51 0.71 -3.45  -0.0017
H 1.04 1.67 4.81  0.0000
H 2.02 2.43 -3.55  0.0000
H 3.53 3.14 -2.98  0.0000
H -3.21 0.40 1.20  0.0003
H 1.78 0.03 3.13  0.0043
H -0.21 -3.43 3.32  0.0002
H -1.57 4.44 -3.30  -0.0003
H 2.05 4.10 -2.96  0.0000
H 0.60 -4.73 -3.85  0.0000
H 4.11 3.85 -0.28  0.0001

***

[5]
The following is a DFT calculation (the ωB97M-V functional and the def2-TZVPD basis) of a cluster of 3 separate species, C29H48ClF7N6O5P in total.

Values from the calculation:
- Charge: +1
- Highest occupied orbital energy (spin up / spin down): -10.42 / -10.99 eV
- <S²>: 2.01
- Multiplicity: 3
- Maximum force: 11.7 eV Å⁻¹
- Gap between HOMO and LUMO (spin up / spin down): 0.168 / 0.189 hartree

Last column: Löwdin spin population.
CARTESIAN COORDINATES (ANGSTROEM)
Cl -3.68 -2.19 -6.46  0.0000
P -1.97 -1.44 -5.41  0.0000
F -2.41 2.33 -1.95  0.0000
F 0.19 1.06 -4.08  0.0000
F -0.04 2.94 -0.06  0.0000
F -0.19 0.70 -0.88  0.0000
F 1.51 2.29 -1.75  0.0000
F -0.93 4.16 -2.31  0.0000
F 0.08 3.40 -4.49  0.0000
O -1.23 -2.72 -4.42  0.0000
O -7.28 3.86 -2.41  0.0000
O -3.03 -3.29 4.60  0.6238
O 7.47 1.89 -0.12  0.6236
O -1.24 -2.17 -1.26  0.0000
N -2.54 -0.20 -4.22  0.0000
N -4.09 1.14 -5.79  0.0000
N 6.52 2.81 0.35  0.3013
N -3.31 -0.55 -1.91  0.0000
N -2.31 -3.81 3.51  0.3006
N -1.97 2.18 -4.77  0.0000
C 5.17 2.37 -0.13  0.0208
C -0.09 -2.65 3.98  0.0120
C 6.69 2.91 1.85  0.0218
C -2.83 1.11 -4.90  0.0000
C 8.17 3.16 2.26  -0.0010
C -5.42 2.60 -4.14  0.0000
C 5.15 1.94 -1.64  -0.0011
C 6.16 1.66 2.59  0.0123
C -1.72 -5.13 3.94  0.0218
C 4.20 3.59 -0.07  0.0017
C 5.96 4.17 2.40  0.0005
C 0.53 -3.99 4.37  0.0008
C -0.71 2.23 -3.95  0.0000
C -3.67 -0.72 -3.38  0.0000
C -1.25 -5.94 2.70  0.0005
C -0.92 -3.08 1.59  0.0018
C -6.96 2.58 -3.25  0.0000
C -6.78 2.57 -1.52  0.0000
C 0.10 2.09 -1.30  0.0000
C -5.15 -0.12 -3.71  0.0000
C -2.39 -1.53 -1.58  0.0000
C 4.73 1.31 2.20  0.0008
C -5.22 1.09 -4.80  0.0000
C -0.53 -4.95 4.91  0.0123
C -1.34 -2.76 3.06  0.0209
C -1.96 -1.33 2.96  -0.0012
C -1.02 2.65 -2.36  0.0000
C 4.60 1.17 0.68  0.0120
C -2.78 -6.07 4.59  -0.0010
H 8.58 4.04 1.75  0.0001
H -4.14 2.11 -6.22  0.0000
H 5.71 1.02 -1.82  -0.0007
H -2.86 -1.32 2.34  0.0001
H 0.07 -3.54 1.53  -0.0001
H 6.19 4.32 3.46  -0.0004
H 5.11 0.25 0.39  0.0023
H 4.03 2.06 2.57  0.0003
H 4.75 4.54 -0.05  0.0013
H 4.12 1.74 -1.96  -0.0002
H 8.26 3.33 3.34  -0.0003
H -7.90 1.91 -3.74  0.0000
H -3.14 -5.68 5.56  -0.0008
H -6.22 0.91 -5.44  0.0000
H -0.37 -2.13 4.91  0.0023
H -4.60 2.88 -3.35  0.0000
H 3.54 1.02 0.43  0.0009
H -3.64 -6.22 3.94  0.0001
H -2.22 -0.91 3.95  -0.0007
H 5.55 2.73 -2.28  0.0001
H -5.62 2.45 -1.47  0.0000
H -5.59 3.42 -4.96  0.0000
H 6.20 1.82 3.68  0.0008
H -5.63 0.21 -2.66  0.0000
H -0.93 -6.95 2.99  -0.0004
H 4.44 0.37 2.67  0.0008
H 3.53 3.55 0.79  -0.0001
H -1.95 -3.16 -3.86  0.0000
H -0.05 -5.92 5.11  0.0008
H -3.73 -1.89 -3.57  0.0000
H -0.38 -5.51 2.19  0.0000
H -1.24 -0.62 2.52  -0.0002
H -1.64 -3.74 1.10  0.0015
H 6.27 5.08 1.86  0.0008
H -2.05 -6.05 1.97  0.0009
H -2.35 -7.05 4.81  -0.0003
H 1.05 -4.43 3.51  0.0003
H 4.87 4.11 2.34  0.0000
H 0.67 -2.03 3.51  0.0009
H 1.30 -3.83 5.13  0.0008
H -0.88 -2.18 0.96  -0.0003
H 3.56 3.66 -0.96  -0.0004
H -5.85 -0.99 -4.10  0.0000
H 6.80 0.80 2.38  0.0027
H -0.88 -4.58 5.88  0.0027
H -7.60 1.74 -1.40  0.0000
H -2.25 3.06 -5.29  0.0000
H 8.82 2.30 2.03  -0.0008

***

Among the records above, which one has the highest maximum force?
C29H48ClF7N6O5P